1.
{
  "formula": "C5H10O2",
  "method": "the ωB97M-V functional and the def2-TZVPD basis",
  "symbols": ["C", "C", "C", "C", "O", "C", "O", "H", "H", "H", "H", "H", "H", "H", "H", "H", "H"],
  "positions_angstrom": [[-2.535, -1.699, -0.178], [-1.167, -1.175, -0.328], [1.302, 0.160, -0.247], [2.515, 0.895, 0.282], [2.360, 2.288, 0.136], [-1.058, 0.218, 0.083], [0.199, 0.704, 0.464], [-2.825, -2.394, -0.971], [-2.365, -2.341, 0.707], [-3.355, -1.004, 0.069], [1.176, 0.338, -1.326], [1.375, -0.921, -0.090], [3.406, 0.597, -0.280], [2.669, 0.617, 1.338], [1.459, 2.468, 0.441], [-1.783, 0.614, 0.814], [-1.374, 0.635, -0.915]],
  "forces_ev_per_angstrom": [[-0.020, 0.057, -0.116], [-0.286, 0.185, 0.178], [0.217, -0.067, -0.127], [0.108, -0.367, -0.020], [-0.179, 0.173, 0.087], [-0.134, -0.259, 0.042], [-0.038, 0.017, 0.016], [0.055, 0.065, 0.128], [-0.042, 0.041, -0.056], [0.147, -0.023, -0.089], [0.021, -0.004, 0.126], [0.037, 0.165, -0.010], [-0.118, 0.035, 0.071], [-0.019, 0.089, -0.147], [0.184, 0.123, -0.053], [0.079, -0.139, -0.071], [-0.011, -0.090, 0.042]],
  "molar_mass_g_mol": 102.13,
  "total_energy_ev": -9437.9493,
  "e_homo_ev": -8.73,
  "de_lowest_kj_mol": 491.5
}

---

2.
{
  "formula": "C10H8Cl2N2S2",
  "method": "the ωB97M-V functional and the def2-TZVPD basis",
  "symbols": ["C", "C", "N", "N", "C", "S", "C", "C", "C", "Cl", "C", "C", "C", "C", "Cl", "S", "H", "H", "H", "H", "H", "H", "H", "H"],
  "positions_angstrom": [[-3.942, -0.728, -0.913], [-3.014, 0.265, -0.334], [-3.101, 1.534, -0.482], [-2.155, 2.235, 0.118], [-1.301, 1.515, 0.760], [-0.018, 2.238, 1.661], [1.105, 0.823, 2.026], [1.640, 0.150, 0.806], [2.350, 0.861, -0.166], [2.712, 2.529, 0.086], [2.800, 0.258, -1.329], [2.562, -1.087, -1.539], [1.907, -1.833, -0.576], [1.460, -1.217, 0.582], [0.703, -2.210, 1.778], [-1.635, -0.216, 0.655], [-4.416, -1.309, -0.122], [-4.704, -0.206, -1.485], [-3.404, -1.415, -1.564], [0.565, 0.122, 2.660], [1.906, 1.295, 2.597], [3.335, 0.845, -2.058], [2.903, -1.560, -2.446], [1.742, -2.889, -0.713]],
  "forces_ev_per_angstrom": [[-0.115, -0.184, -0.082], [0.686, -0.482, 0.546], [-1.415, -0.416, -0.906], [1.150, 1.102, 0.662], [-0.069, -1.188, 0.018], [0.297, 0.094, 0.470], [-0.554, 0.399, -0.092], [0.089, -0.063, -0.038], [-0.041, -0.352, -0.110], [0.288, 0.138, -0.084], [-0.016, 0.120, 0.063], [-0.044, 0.011, 0.118], [-0.040, -0.020, 0.024], [0.284, 0.186, -0.259], [0.015, -0.300, 0.182], [-0.554, 1.047, -0.360], [-0.071, -0.047, -0.030], [-0.026, 0.004, -0.022], [-0.056, -0.050, -0.056], [0.190, 0.087, 0.031], [-0.055, -0.028, 0.057], [0.045, 0.078, -0.054], [0.041, -0.045, -0.085], [-0.026, -0.091, 0.007]],
  "molar_mass_g_mol": 291.23,
  "total_energy_ev": -60194.9619,
  "e_homo_ev": -8.56,
  "smiles": "Cc1nnc(SCc2c(Cl)cccc2Cl)s1"
}

---

3.
{
  "formula": "C37H47BrMgN3O",
  "method": "the ωB97M-V functional and the def2-TZVPD basis",
  "symbols": ["Mg", "C", "C", "C", "C", "C", "C", "C", "C", "C", "C", "C", "C", "N", "C", "C", "C", "C", "C", "N", "C", "C", "C", "C", "H", "H", "H", "H", "H", "H", "H", "H", "H", "H", "H", "H", "H", "H", "H", "H", "H", "H", "H", "H", "H", "H", "H", "H", "H", "H", "H", "H", "H", "Br", "O", "C", "C", "C", "C", "C", "C", "N", "H", "H", "H", "H", "H", "H", "H", "H", "H", "H", "H", "C", "C", "C", "C", "C", "C", "C", "C", "C", "C", "H", "H", "H", "H", "H", "H", "H"],
  "positions_angstrom": [[-0.798, 0.296, -0.531], [2.955, -1.378, -0.002], [2.446, -2.723, 0.510], [1.832, -2.602, 1.905], [1.575, -3.378, -0.548], [2.169, -4.366, -1.329], [1.493, -4.986, -2.367], [0.199, -4.595, -2.654], [-0.435, -3.604, -1.912], [-1.820, -3.143, -2.327], [-1.915, -2.911, -3.839], [-2.904, -4.127, -1.887], [0.241, -3.016, -0.831], [-0.425, -2.007, -0.100], [-1.392, -2.376, 0.672], [-2.246, -1.455, 1.318], [-3.300, -1.737, 2.189], [-3.853, -0.506, 2.520], [-3.105, 0.471, 1.837], [-2.128, -0.097, 1.109], [-3.372, 1.962, 1.916], [-2.198, 2.800, 1.420], [-3.646, 2.335, 3.381], [-4.616, 2.291, 1.079], [3.552, -0.869, 0.755], [2.133, -0.718, -0.262], [3.577, -1.515, -0.892], [3.315, -3.386, 0.608], [1.079, -1.822, 1.949], [2.614, -2.344, 2.622], [1.372, -3.542, 2.220], [3.189, -4.656, -1.103], [1.977, -5.759, -2.951], [-0.329, -5.051, -3.483], [-2.013, -2.184, -1.841], [-2.062, -3.849, -4.380], [-1.010, -2.443, -4.229], [-2.761, -2.260, -4.065], [-2.713, -5.117, -2.310], [-3.884, -3.794, -2.234], [-2.948, -4.227, -0.803], [-1.590, -3.438, 0.852], [-3.604, -2.718, 2.521], [-4.688, -0.322, 3.177], [-1.314, 2.653, 2.039], [-2.469, 3.858, 1.461], [-1.941, 2.576, 0.387], [-2.848, 1.974, 4.033], [-4.589, 1.913, 3.733], [-3.707, 3.421, 3.481], [-4.426, 2.100, 0.022], [-4.881, 3.344, 1.203], [-5.464, 1.682, 1.397], [-2.444, 1.522, -2.126], [0.107, -0.563, -2.284], [0.616, -0.697, -3.390], [0.128, 0.053, -4.604], [1.149, 1.070, -5.126], [2.265, 0.461, -5.970], [3.152, -0.540, -5.234], [2.402, -1.779, -4.750], [1.638, -1.564, -3.538], [-0.784, 0.559, -4.284], [-0.121, -0.660, -5.397], [1.570, 1.620, -4.282], [0.610, 1.806, -5.726], [2.887, 1.262, -6.377], [1.812, -0.045, -6.831], [3.622, -0.063, -4.368], [3.958, -0.861, -5.900], [3.105, -2.583, -4.527], [1.745, -2.151, -5.546], [1.913, -2.037, -2.686], [2.939, 1.820, 3.669], [1.774, 1.032, 3.530], [1.132, 0.969, 2.326], [1.598, 1.675, 1.184], [0.915, 1.545, -0.072], [1.475, 2.256, -1.112], [2.633, 3.058, -0.984], [3.276, 3.158, 0.215], [2.770, 2.460, 1.338], [3.418, 2.517, 2.598], [3.446, 1.871, 4.625], [1.392, 0.479, 4.380], [0.231, 0.376, 2.219], [0.997, 2.228, -2.087], [3.014, 3.597, -1.847], [4.169, 3.765, 0.326], [4.312, 3.125, 2.695]],
  "forces_ev_per_angstrom": [[0.139, -0.070, -0.211], [0.102, 0.021, -0.001], [0.044, -0.106, 0.046], [-0.027, -0.056, -0.046], [-0.164, -0.004, 0.040], [0.023, -0.040, -0.026], [-0.001, -0.009, -0.028], [0.000, 0.008, -0.006], [-0.027, -0.092, -0.071], [-0.032, 0.096, -0.017], [0.006, -0.044, -0.005], [-0.027, -0.019, 0.010], [0.089, 0.103, 0.035], [-0.048, 0.120, 0.193], [0.046, -0.087, 0.182], [0.075, -0.057, 0.051], [-0.103, 0.014, 0.012], [0.006, -0.077, 0.053], [0.159, 0.154, -0.008], [-0.163, 0.004, -0.038], [0.008, -0.046, 0.009], [0.010, -0.024, -0.018], [-0.036, 0.008, 0.001], [0.021, -0.020, -0.024], [0.039, 0.019, 0.037], [-0.144, 0.100, -0.039], [0.005, 0.011, -0.005], [-0.044, 0.038, 0.017], [-0.070, 0.057, -0.017], [0.013, 0.007, 0.009], [0.006, -0.011, -0.006], [0.009, -0.006, -0.001], [0.014, -0.019, -0.011], [-0.013, -0.022, -0.033], [0.015, -0.068, -0.072], [0.018, -0.030, -0.006], [-0.060, -0.012, 0.016], [-0.017, 0.011, 0.003], [0.004, -0.017, -0.005], [-0.020, 0.016, 0.000], [0.005, 0.004, 0.010], [0.028, 0.020, -0.016], [-0.019, -0.025, 0.012], [-0.025, -0.013, 0.024], [0.116, -0.055, 0.050], [-0.004, 0.019, 0.025], [-0.017, 0.000, -0.015], [0.030, 0.016, -0.006], [0.002, -0.028, 0.017], [-0.028, 0.037, -0.003], [0.012, -0.005, 0.001], [-0.009, 0.050, -0.014], [-0.041, -0.016, 0.008], [-0.036, -0.124, -0.122], [0.008, 0.223, -0.008], [0.081, -0.183, 0.024], [0.016, 0.139, 0.092], [-0.041, 0.019, -0.021], [0.000, -0.038, -0.037], [0.022, 0.010, 0.016], [0.009, -0.077, 0.015], [0.001, 0.166, -0.054], [0.002, -0.041, -0.009], [-0.026, 0.008, 0.003], [0.042, 0.025, 0.063], [0.013, -0.012, -0.023], [0.015, 0.015, 0.021], [0.014, 0.007, -0.010], [0.008, -0.003, -0.015], [-0.019, 0.000, -0.026], [-0.021, 0.041, -0.008], [0.021, -0.011, -0.004], [0.003, -0.041, -0.047], [-0.018, -0.021, 0.052], [0.018, 0.002, 0.027], [-0.035, 0.054, -0.001], [-0.013, -0.126, 0.001], [0.021, -0.025, 0.103], [-0.038, 0.074, -0.031], [0.027, 0.007, -0.013], [0.015, 0.015, 0.014], [0.060, 0.040, 0.004], [0.013, 0.023, -0.021], [0.003, -0.001, 0.002], [-0.003, -0.004, 0.015], [-0.057, -0.019, -0.012], [-0.038, -0.016, -0.093], [-0.001, 0.009, -0.014], [0.014, 0.006, 0.004], [0.016, 0.007, -0.001]],
  "molar_mass_g_mol": 654.01,
  "total_energy_ev": -121144.8199,
  "total_charge": -1,
  "e_homo_ev": -4.59,
  "de_lowest_kj_mol": 7.5
}

---

4.
{
  "formula": "C21H36N2O5",
  "method": "the ωB97M-V functional and the def2-TZVPD basis",
  "symbols": ["C", "C", "O", "C", "C", "C", "C", "C", "O", "N", "C", "C", "C", "C", "C", "C", "N", "C", "O", "C", "O", "C", "C", "C", "C", "O", "C", "C", "H", "H", "H", "H", "H", "H", "H", "H", "H", "H", "H", "H", "H", "H", "H", "H", "H", "H", "H", "H", "H", "H", "H", "H", "H", "H", "H", "H", "H", "H", "H", "H", "H", "H", "H", "H"],
  "positions_angstrom": [[1.829, -1.494, -2.798], [0.370, -1.921, -2.877], [-0.153, -1.378, -4.060], [-1.304, -2.017, -4.640], [-2.412, -2.249, -3.617], [-0.885, -3.334, -5.290], [-1.770, -1.031, -5.698], [-0.356, -1.381, -1.635], [-0.771, -0.236, -1.582], [-0.471, -2.249, -0.604], [0.192, -3.547, -0.402], [-0.045, -3.661, 1.111], [-1.532, -3.228, 1.209], [-0.950, -1.881, 0.734], [0.292, -2.224, 1.598], [1.642, -1.599, 1.280], [2.087, -0.656, 2.286], [2.511, -1.081, 3.495], [2.584, -2.257, 3.808], [2.866, 0.023, 4.482], [3.007, 1.294, 3.891], [4.300, 1.502, 3.339], [4.328, 2.837, 2.626], [4.034, 4.000, 3.571], [4.189, 5.325, 2.843], [5.478, 5.462, 2.271], [5.732, 4.445, 1.321], [5.679, 3.061, 1.950], [2.304, -1.867, -1.888], [2.375, -1.876, -3.660], [1.878, -0.405, -2.801], [0.309, -3.015, -2.891], [-2.670, -1.317, -3.115], [-3.298, -2.633, -4.124], [-2.122, -2.984, -2.862], [-0.093, -3.156, -6.019], [-0.523, -4.052, -4.552], [-1.733, -3.791, -5.803], [-0.960, -0.826, -6.400], [-2.620, -1.432, -6.251], [-2.063, -0.092, -5.228], [-0.289, -4.351, -0.963], [1.253, -3.518, -0.660], [0.352, -4.543, 1.604], [-2.255, -3.715, 0.555], [-1.887, -3.194, 2.237], [-1.474, -0.934, 0.747], [0.075, -2.142, 2.662], [2.397, -2.387, 1.203], [1.609, -1.076, 0.324], [1.985, 0.337, 2.151], [2.054, 0.084, 5.209], [3.770, -0.284, 5.015], [5.047, 1.489, 4.145], [4.547, 0.693, 2.638], [3.553, 2.818, 1.849], [3.027, 3.914, 3.983], [4.737, 3.970, 4.411], [3.427, 5.411, 2.055], [4.065, 6.165, 3.525], [4.996, 4.510, 0.505], [6.717, 4.650, 0.904], [6.480, 2.980, 2.693], [5.861, 2.302, 1.185]],
  "forces_ev_per_angstrom": [[-0.008, 0.002, 0.008], [0.008, -0.033, -0.036], [0.009, 0.022, 0.015], [-0.009, -0.028, -0.019], [-0.005, 0.008, 0.018], [0.015, -0.002, 0.006], [0.005, 0.021, -0.008], [0.039, 0.069, -0.020], [-0.007, -0.019, 0.015], [-0.040, -0.066, 0.049], [0.029, 0.004, -0.003], [-0.063, 0.066, -0.104], [0.014, 0.008, 0.018], [-0.009, -0.020, -0.023], [0.044, -0.026, 0.100], [0.040, -0.072, -0.011], [-0.041, 0.073, -0.018], [-0.027, -0.037, 0.003], [0.018, 0.011, -0.009], [0.016, 0.035, 0.018], [0.004, -0.012, 0.001], [-0.001, 0.001, -0.010], [-0.012, -0.018, 0.004], [-0.001, -0.010, 0.012], [-0.025, 0.023, 0.020], [-0.003, -0.007, 0.001], [0.025, -0.004, -0.028], [-0.001, -0.021, 0.007], [0.005, 0.007, -0.005], [-0.007, 0.002, -0.005], [0.005, 0.000, -0.002], [-0.008, 0.006, 0.017], [0.005, -0.004, -0.004], [0.000, -0.007, -0.005], [-0.004, 0.001, -0.003], [0.000, 0.005, 0.002], [-0.007, -0.003, -0.005], [-0.004, 0.005, 0.001], [-0.001, -0.004, -0.001], [-0.002, -0.004, 0.002], [0.002, -0.004, 0.001], [-0.004, 0.000, -0.001], [-0.002, -0.006, -0.014], [-0.002, -0.006, 0.010], [0.005, -0.001, -0.005], [-0.003, 0.004, -0.004], [-0.004, 0.000, 0.015], [0.001, 0.016, -0.002], [0.005, 0.007, 0.024], [-0.002, -0.004, 0.000], [0.001, 0.000, -0.008], [0.001, -0.003, -0.007], [0.000, -0.003, -0.002], [-0.004, -0.007, 0.001], [0.001, 0.001, 0.004], [0.004, 0.009, 0.001], [-0.001, 0.004, -0.006], [0.007, 0.001, -0.009], [0.008, -0.005, -0.002], [0.006, 0.001, -0.009], [-0.003, 0.003, 0.009], [-0.007, 0.008, 0.003], [-0.003, 0.008, 0.002], [0.000, 0.007, -0.002]],
  "molar_mass_g_mol": 396.53,
  "total_energy_ev": -35578.5594,
  "e_homo_ev": -9.18,
  "de_lowest_kj_mol": 29.8
}

---

5.
{
  "formula": "C9H14",
  "method": "the ωB97M-V functional and the def2-TZVPD basis",
  "symbols": ["C", "C", "C", "C", "C", "C", "C", "H", "H", "H", "H", "H", "H", "H", "H", "C", "C", "H", "H", "H", "H", "H", "H"],
  "positions_angstrom": [[-2.645, 0.345, 0.120], [-1.397, 1.092, 0.344], [-1.277, 2.472, 0.251], [-0.145, 3.179, 0.671], [1.035, 2.416, 0.740], [1.059, 1.027, 0.543], [-0.187, 0.410, 0.512], [-2.679, -0.705, -0.161], [-3.335, 0.776, -0.591], [-3.205, 0.480, 1.099], [-2.095, 3.036, -0.167], [-0.121, 4.244, 0.796], [1.929, 2.973, 0.707], [1.981, 0.446, 0.496], [-0.193, -0.691, 0.607], [1.278, -2.048, -1.151], [1.546, -3.332, -0.364], [1.968, -1.919, -1.967], [0.283, -2.007, -1.554], [1.317, -1.210, -0.432], [1.757, -4.224, -0.991], [0.682, -3.624, 0.235], [2.442, -3.137, 0.255]],
  "forces_ev_per_angstrom": [[-2.352, 0.393, 1.637], [2.360, -0.215, -1.094], [-0.724, 0.952, 0.605], [0.422, -2.311, -0.835], [-0.446, 0.002, -0.678], [-0.950, 1.092, 0.788], [0.169, -1.412, 0.361], [0.918, -0.120, 0.354], [0.075, 0.697, -0.399], [0.272, -0.637, -0.970], [-0.529, 0.185, 0.355], [-0.054, 0.285, -0.240], [1.182, 0.413, 0.526], [-0.277, 0.364, 0.145], [-0.313, 0.694, -0.258], [-0.161, -0.010, 0.983], [0.519, -0.371, -0.350], [0.404, 0.238, -0.169], [-0.532, -0.152, -0.340], [0.378, -0.464, -0.837], [-0.015, 0.629, 0.127], [0.205, 0.223, 0.304], [-0.552, -0.475, -0.014]],
  "molar_mass_g_mol": 122.21,
  "total_energy_ev": -9559.1329,
  "e_homo_ev": -8.87,
  "de_lowest_kj_mol": 101.2,
  "smiles": "Cc1ccccc1.CC"
}

---

6.
{
  "formula": "C4H8BiMgO3",
  "method": "the ωB97M-V functional and the def2-TZVPD basis",
  "symbols": ["O", "Bi", "Mg", "O", "O", "C", "C", "C", "C", "H", "H", "H", "H", "H", "H", "H", "H"],
  "positions_angstrom": [[1.698, 2.071, -0.161], [3.257, 0.997, 0.171], [0.699, 1.122, 1.204], [1.889, -0.364, 0.467], [-0.789, -0.249, 0.607], [-1.804, 0.441, -0.153], [-0.201, -1.402, 0.000], [-1.296, 1.792, -0.510], [1.244, -1.596, 0.427], [-2.740, 0.457, 0.436], [-2.034, -0.154, -1.052], [-0.185, -1.209, -1.086], [-0.835, -2.278, 0.197], [0.039, 2.200, -0.834], [1.377, -2.055, 1.421], [1.715, -2.296, -0.283], [-2.036, 2.522, -0.852]],
  "forces_ev_per_angstrom": [[0.698, 0.705, 1.238], [3.821, 1.273, -1.921], [-3.020, -0.089, -0.984], [-0.852, -0.111, 0.945], [1.107, 0.345, 1.228], [-0.121, 0.183, -0.561], [-0.342, -0.273, -1.188], [2.885, 1.716, -0.789], [-0.399, -2.522, 0.777], [0.471, 0.205, -0.136], [0.094, 0.102, 0.121], [-0.106, -0.192, 0.263], [0.422, 0.114, 0.010], [-4.533, -1.733, 0.922], [-0.385, 0.055, -0.282], [-0.084, 0.397, 0.165], [0.345, -0.176, 0.193]],
  "molar_mass_g_mol": 337.39,
  "s2": 0.75,
  "spin_multiplicity": 2,
  "total_energy_ev": -21684.0041,
  "total_charge": 2,
  "e_homo_ev": [-16.03, -18.70],
  "de_lowest_kj_mol": 0.0
}